No. 1
ORCA calculation (ωB97M-V with the def2-TZVPD basis set) on a 2-piece molecular cluster, C4H11NO2 overall at a distorted geometry.

Output
- HOMO (eV) = -10.0
- maximum force (eV/A) = 1.32
- gap between HOMO and LUMO (eV) = 10.5208
- charge = 0
- relative energy (zero: lowest compared OMol25 entry of this formula, charge and spin) (eV) = 0.374
- E_tot (hartree) = -364.25441

Each line ends with the natural charge from an NBO analysis.
Element x y z (Å)
1 C -0.9169 1.3790 1.6608  -0.60
2 C 0.0525 1.2678 0.4737  -0.39
3 C 0.7924 -0.0656 0.4328  -0.50
4 C 1.6458 -0.3427 -0.7990  0.69
5 N 1.2911 0.3329 -1.9508  -0.85
6 O 2.5469 -1.1400 -0.8498  -0.60
7 H -1.5838 0.5133 1.6095  0.20
8 H -1.6005 2.2197 1.5462  0.21
9 H -0.3688 1.4697 2.5931  0.21
10 H -0.5370 1.4113 -0.4267  0.19
11 H 0.7769 2.0752 0.5592  0.21
12 H 1.3215 -0.2305 1.3715  0.24
13 H 0.0619 -0.8878 0.4314  0.21
14 H 0.4877 0.8729 -2.2002  0.40
15 H 1.8345 0.0171 -2.7394  0.40
16 O -2.2573 -3.0680 -0.7499  -0.94
17 H -1.6502 -3.6579 -0.2715  0.47
18 H -1.8966 -2.1663 -0.6908  0.47

No. 2
ORCA calculation (ωB97M-V with the def2-TZVPD basis set) on one molecule with the formula C4H8ClN at a distorted geometry.

Output
- HOMO (eV) = -9.5
- maximum force (eV/A) = 4.59
- gap between HOMO and LUMO (eV) = 10.4114
- charge = 0
- relative energy (zero: lowest compared OMol25 entry of this formula, charge and spin) (eV) = 0.901
- E_tot (hartree) = -672.10363

Each line ends with the natural charge from an NBO analysis.
Element x y z (Å)
1 C 0.9558 1.6085 -0.3512  -0.42
2 C 0.4159 0.4434 0.2289  0.02
3 C 1.1539 -0.8785 0.2020  -0.28
4 N 2.5335 -0.7817 -0.1769  -0.82
5 C -0.9797 0.5768 0.6600  -0.42
6 Cl -2.0112 -0.4345 -0.3053  -0.06
7 H 2.0624 1.5997 -0.5256  0.19
8 H 0.4866 2.5537 -0.2432  0.20
9 H 0.4998 -1.5115 -0.3711  0.22
10 H 0.9863 -1.3969 1.1611  0.21
11 H 3.1681 -0.6069 0.6083  0.37
12 H 2.5888 -0.0142 -0.8502  0.36
13 H -1.2803 0.1686 1.6052  0.22
14 H -1.3318 1.5651 0.6055  0.22

Please write out number 1 again, unchanged.
ORCA calculation (ωB97M-V with the def2-TZVPD basis set) on a 2-piece molecular cluster, C4H11NO2 overall at a distorted geometry.

Output
- HOMO (eV) = -10.0
- maximum force (eV/A) = 1.32
- gap between HOMO and LUMO (eV) = 10.5208
- charge = 0
- relative energy (zero: lowest compared OMol25 entry of this formula, charge and spin) (eV) = 0.374
- E_tot (hartree) = -364.25441

Each line ends with the natural charge from an NBO analysis.
Element x y z (Å)
1 C -0.9169 1.3790 1.6608  -0.60
2 C 0.0525 1.2678 0.4737  -0.39
3 C 0.7924 -0.0656 0.4328  -0.50
4 C 1.6458 -0.3427 -0.7990  0.69
5 N 1.2911 0.3329 -1.9508  -0.85
6 O 2.5469 -1.1400 -0.8498  -0.60
7 H -1.5838 0.5133 1.6095  0.20
8 H -1.6005 2.2197 1.5462  0.21
9 H -0.3688 1.4697 2.5931  0.21
10 H -0.5370 1.4113 -0.4267  0.19
11 H 0.7769 2.0752 0.5592  0.21
12 H 1.3215 -0.2305 1.3715  0.24
13 H 0.0619 -0.8878 0.4314  0.21
14 H 0.4877 0.8729 -2.2002  0.40
15 H 1.8345 0.0171 -2.7394  0.40
16 O -2.2573 -3.0680 -0.7499  -0.94
17 H -1.6502 -3.6579 -0.2715  0.47
18 H -1.8966 -2.1663 -0.6908  0.47

Q: What is the gap between HOMO and LUMO in the first record?
A: 10.5208 eV

Q: Which formula does entry 1 have?
A: C4H11NO2